67
Properties=species:S:1:pos:R:3:forces:R:3 method="wB97M-V/def2-TZVPD" de_lowest_kcal_mol=0.0 e_tot_ev=-112541.2684 multiplicity=3 charge=+1 max_force_ev_per_a=0.418 homo_energy_ev="-10.887 / -10.959"
Ni 1.34737 0.67772 -0.41813 0.3085 0.1212 0.0777
C -0.31522 -2.96755 4.41594 -0.0370 -0.0922 0.0387
C -0.83091 -1.54418 4.29073 -0.0489 0.0956 -0.0433
N 0.16481 -0.60855 3.74561 0.0844 0.0790 -0.0367
C 0.90037 0.20900 4.71505 -0.0949 0.0397 -0.1082
C 2.15530 -0.46634 5.24192 0.0469 -0.0131 0.0740
C 0.41306 -0.57081 2.42561 -0.2916 -0.0319 0.2618
S 1.67097 0.47473 1.87786 0.0470 -0.0386 -0.2280
N -0.36620 -1.39426 1.70528 0.1692 0.0389 0.0834
C -0.42688 -1.51765 0.39808 -0.1363 -0.1328 -0.3719
O 0.05943 -0.77447 -0.51568 -0.2070 0.1149 0.2931
C -1.21836 -2.68924 -0.09751 0.0187 -0.0099 0.0915
C -1.18857 -3.02036 -1.44997 0.0115 0.0019 0.0343
C -1.90641 -4.10959 -1.91602 0.0158 0.0115 -0.0369
C -2.66168 -4.87164 -1.03726 -0.0315 -0.0470 0.0020
C -2.69524 -4.54885 0.31250 0.0037 0.0025 -0.0197
C -1.97368 -3.46459 0.78126 0.0319 0.0828 -0.0173
H -1.09752 -3.60287 4.83345 -0.0036 -0.0121 -0.0112
H 0.54711 -3.02790 5.07775 0.0156 0.0254 0.0127
H -0.03181 -3.36517 3.44355 -0.0068 0.0164 -0.0429
H -1.11357 -1.15195 5.26738 0.0121 -0.0346 0.0060
H -1.71474 -1.51115 3.65626 0.0235 -0.0361 0.0192
H 0.20894 0.42877 5.52905 0.0257 -0.0313 0.0119
H 1.14675 1.15738 4.24119 0.0318 -0.0202 -0.0005
H 1.91957 -1.36868 5.80421 -0.0206 -0.0119 0.0001
H 2.68775 0.20957 5.91125 0.0067 0.0202 -0.0068
H 2.82150 -0.73476 4.42366 0.0168 0.0099 -0.0356
H -0.58609 -2.43035 -2.12517 0.0078 0.0289 -0.0295
H -1.87279 -4.36905 -2.96593 0.0032 0.0027 -0.0071
H -3.22170 -5.72180 -1.40424 -0.0047 -0.0025 0.0034
H -3.28328 -5.14482 0.99708 -0.0073 -0.0031 0.0156
H -1.98779 -3.19791 1.82810 -0.0077 -0.0226 0.0222
N 2.51926 1.08020 -4.38598 -0.1525 -0.0218 0.1637
C 1.23105 0.72322 -4.76763 0.0293 0.0433 -0.0528
C 0.63446 0.56963 -6.01478 -0.0407 0.0051 0.0852
C -0.69110 0.18577 -6.01135 0.0127 0.0102 -0.0530
C -1.39877 -0.03655 -4.81744 -0.0164 0.0074 0.0029
C -0.80414 0.12189 -3.58416 0.0604 -0.0144 -0.1164
C 0.53569 0.50805 -3.57439 -0.0711 -0.1341 -0.0305
N 1.39306 0.71670 -2.51024 0.0742 0.1648 -0.0127
C 2.54485 1.05987 -3.03213 0.1967 -0.0240 -0.0299
C 3.67277 1.32611 -2.14289 -0.0410 -0.0387 -0.0752
C 4.97227 1.64527 -2.38160 -0.0968 -0.0119 0.0524
S 5.81111 1.77427 -0.89670 0.0334 0.0193 -0.0667
C 4.38826 1.39486 -0.05248 -0.1772 -0.0285 -0.0230
N 3.35279 1.18705 -0.81357 0.2072 0.1520 0.1636
H 3.28695 1.29881 -4.99598 0.0151 0.0061 -0.0107
H 1.17409 0.73888 -6.93569 0.0068 -0.0036 -0.0247
H -1.20029 0.04974 -6.95559 -0.0072 -0.0056 -0.0023
H -2.43320 -0.34672 -4.87491 -0.0107 0.0077 0.0019
H -1.32971 -0.06767 -2.65988 -0.0174 -0.0084 0.0426
H 5.47462 1.80259 -3.32061 -0.0034 0.0006 -0.0326
H 4.33938 1.32542 1.02387 0.0519 0.0094 0.0318
O 0.69203 2.65114 -0.31674 -0.1068 -0.2208 -0.1186
S -0.74430 2.83814 -0.81410 0.3206 -0.1896 -0.1433
C -1.20535 4.50197 -0.30923 -0.0956 0.0878 0.1335
C -2.58793 4.36313 0.32119 0.0410 0.0594 -0.0566
C -2.49581 3.13814 1.22970 -0.0282 -0.0466 0.0476
C -1.82296 2.03670 0.40889 -0.0753 0.0406 0.0678
H -1.14717 5.16718 -1.16715 -0.0554 -0.0088 -0.0265
H -0.45532 4.79597 0.42809 0.0237 -0.0456 -0.0125
H -3.34737 4.21015 -0.44941 0.0093 -0.0029 -0.0103
H -2.85083 5.27450 0.85645 -0.0199 -0.0302 0.0470
H -3.47324 2.81390 1.58406 0.0007 0.0146 0.0086
H -1.88684 3.36827 2.10543 0.0117 0.0216 -0.0155
H -2.52949 1.42159 -0.14826 -0.0462 0.0461 -0.0033
H -1.16933 1.37912 0.98240 -0.0155 -0.0125 0.0168


63
Properties=species:S:1:pos:R:3:forces:R:3 method="wB97M-V/def2-TZVPD" smiles=c1ccncc1.c1ccncc1.c1ccncc1.c1ccncc1.c1ccncc1.CPS e_tot_ev=-55022.4084 max_force_ev_per_a=0.102 homo_energy_ev=-9.140
C -2.73848 -6.34164 -2.80108 -0.0460 -0.0679 0.0036
P -1.57386 -6.89154 -1.48806 -0.0908 0.0105 0.0442
S -1.17670 -5.05382 -0.48470 0.0331 0.0038 0.0351
H -2.29468 -5.66199 -3.52460 0.0205 0.0305 -0.0016
H -3.59236 -5.86241 -2.32370 -0.0289 -0.0283 0.0047
H -3.09341 -7.23643 -3.31638 -0.0077 0.0288 -0.0556
H -0.40425 -6.85797 -2.27579 0.0705 -0.0534 0.0230
H -1.72042 -5.44539 0.67456 0.0418 -0.0260 0.0375
N -4.11038 0.31157 -0.38331 -0.0203 0.0152 -0.0021
C -4.01642 -1.01567 -0.33630 0.0242 0.0150 0.0218
C -2.83613 -1.69278 -0.06554 0.0142 0.0032 0.0408
C -1.68622 -0.95360 0.16032 0.0201 0.0128 -0.0022
C -1.76933 0.42905 0.11315 0.0216 0.0195 -0.0076
C -2.99968 1.01052 -0.15899 0.0098 -0.0240 0.0103
H -4.93246 -1.56516 -0.52527 0.0012 0.0022 0.0046
H -2.81104 -2.77328 -0.03675 -0.0552 0.0124 -0.0632
H -0.73934 -1.44120 0.35709 -0.0036 -0.0070 -0.0277
H -0.89960 1.05010 0.28644 -0.0030 0.0075 -0.0227
H -3.09774 2.09019 -0.19881 0.0013 -0.0024 -0.0079
N 1.85169 -1.40927 -0.31156 -0.0213 -0.0683 -0.0093
C 2.23349 -2.41078 0.48087 0.0022 0.0427 -0.0013
C 3.09599 -2.24710 1.55502 -0.0059 -0.0114 0.0087
C 3.59036 -0.97990 1.82013 0.0085 0.0004 -0.0154
C 3.20499 0.06841 0.99967 0.0336 0.0329 0.0233
C 2.33558 -0.19677 -0.04749 0.0034 0.0033 -0.0090
H 1.82692 -3.38967 0.24618 -0.0097 0.0062 -0.0028
H 3.36940 -3.09660 2.16605 -0.0036 0.0002 -0.0008
H 4.26055 -0.80960 2.65274 -0.0024 0.0032 -0.0004
H 3.55782 1.07595 1.17373 -0.0172 0.0041 0.0033
H 2.00934 0.60290 -0.70398 -0.0009 0.0007 0.0023
N -0.42538 -4.39384 -4.85780 -0.0014 -0.0247 -0.0067
C -0.33332 -3.48967 -5.83067 0.0087 0.0065 0.0196
C 0.21808 -2.22949 -5.65233 0.0054 0.0120 -0.0023
C 0.69668 -1.88643 -4.39756 -0.0099 -0.0104 -0.0055
C 0.60924 -2.81636 -3.37390 0.0127 0.0329 0.0245
C 0.04581 -4.04985 -3.66090 -0.0479 0.0436 -0.0241
H -0.72227 -3.78652 -6.79858 0.0000 -0.0013 0.0027
H 0.26331 -1.53493 -6.48037 -0.0005 -0.0029 -0.0008
H 1.12710 -0.90974 -4.21651 -0.0013 0.0004 0.0011
H 0.95832 -2.58129 -2.37602 -0.0080 0.0100 -0.0067
H -0.04699 -4.80063 -2.88459 0.0873 0.0337 -0.0358
N 1.47472 2.15934 3.85541 0.0475 0.0109 -0.0654
C 0.89427 3.13090 4.55476 -0.0112 0.0289 0.0393
C -0.47560 3.21926 4.75650 -0.0024 0.0057 -0.0105
C -1.29030 2.24788 4.19593 0.0046 0.0283 -0.0524
C -0.70117 1.23845 3.45195 -0.0051 0.0082 0.0128
C 0.68009 1.23867 3.31451 -0.0221 -0.0305 0.0034
H 1.55821 3.88617 4.96277 0.0004 -0.0287 0.0443
H -0.89008 4.03780 5.32979 0.0053 -0.0136 0.0202
H -2.36466 2.28526 4.32249 0.0011 -0.0058 0.0078
H -1.29653 0.47247 2.97369 0.0069 -0.0119 0.0262
H 1.17685 0.46676 2.73644 -0.0519 -0.0210 0.0171
N 1.28654 5.31760 0.52309 -0.0015 -0.0249 -0.0055
C 1.63889 6.36770 -0.21422 -0.0026 0.0146 0.0138
C 1.64459 7.67197 0.25945 0.0001 0.0013 0.0014
C 1.26253 7.89989 1.57144 0.0004 -0.0109 -0.0066
C 0.89258 6.81539 2.35026 -0.0018 0.0009 0.0120
C 0.92185 5.54976 1.78274 0.0069 0.0032 -0.0481
H 1.93167 6.15646 -1.23703 -0.0007 -0.0001 0.0029
H 1.94171 8.48514 -0.38882 -0.0002 -0.0034 -0.0012
H 1.25293 8.90289 1.97837 -0.0002 -0.0013 0.0001
H 0.58576 6.94213 3.38004 0.0004 -0.0037 -0.0021
H 0.64099 4.68076 2.36604 -0.0082 -0.0123 -0.0090


65
Properties=species:S:1:pos:R:3:forces:R:3 method="wB97M-V/def2-TZVPD" smiles="COc1ccc(N2CCN(CCCNC(=O)Cn3c(=O)c4cccn4c4cccnc43)CC2)cc1" de_lowest_kcal_mol=17.8 e_tot_ev=-42532.9988 max_force_ev_per_a=1.033 homo_energy_ev=-7.293
C 6.10738 -0.30954 -2.02113 0.0912 0.0857 -0.1543
H 5.39798 -0.12705 -2.83574 0.0237 0.0166 0.0292
O 5.48640 -0.92847 -0.92342 -0.1852 -0.1368 0.2482
C 4.47149 -0.25802 -0.29329 -0.0577 0.0480 0.0997
C 3.98978 0.99118 -0.65209 0.3778 -0.2583 -0.1802
C 2.93878 1.56466 0.04502 -0.2873 0.0171 0.2239
C 2.33306 0.91410 1.11763 0.3102 -0.0278 -0.1783
C 2.84863 -0.33605 1.48343 0.0760 0.0403 -0.1000
C 3.89254 -0.90838 0.79605 0.1631 0.1390 -0.1671
H 4.29284 -1.86615 1.08976 0.0474 -0.1473 0.0504
H 2.43565 -0.84791 2.33978 -0.0346 -0.0388 0.1162
N 1.31480 1.47214 1.88695 -0.0717 0.1761 0.2903
C 1.00201 2.88023 1.79239 -0.0257 0.2259 -0.2021
C -0.07189 3.18143 0.73992 0.1313 -0.0148 0.2383
N -1.24649 2.39246 1.04817 0.1288 0.0584 0.1101
C -0.93276 0.98112 1.02885 0.0845 -0.1433 0.2624
C 0.11230 0.70070 2.11792 -0.3119 -0.2068 -0.2262
H 0.34525 -0.36316 2.14234 0.0029 0.0290 0.0456
H -0.30619 0.99610 3.08537 -0.0397 -0.0886 -0.0276
H -1.84469 0.41772 1.23931 -0.0350 -0.0334 -0.0168
H -0.52580 0.64690 0.05289 -0.0415 -0.0182 0.0207
C -2.44493 2.77081 0.33309 -0.0254 -0.0241 -0.1365
H -3.23057 2.08245 0.64866 -0.0413 0.0739 -0.0119
C -2.35639 2.77674 -1.20994 -0.1782 -0.0085 0.1243
H -2.16431 3.78832 -1.57049 0.0743 0.0273 -0.0450
H -1.52379 2.14767 -1.53515 0.0511 0.0355 -0.0671
C -3.63574 2.23535 -1.85795 0.1321 0.2238 0.0820
N -3.63263 0.79005 -1.88837 0.1951 0.2480 -0.3802
C -4.15323 0.02062 -0.92036 0.0528 -0.5775 -0.2823
O -4.81471 0.42692 0.01137 -0.2494 0.0989 0.3950
C -3.84327 -1.47507 -1.12403 -0.4623 0.1244 -0.0672
N -2.45022 -1.78000 -0.83165 0.0605 0.1657 -0.5246
C -2.12434 -2.28150 0.41009 0.5147 -0.4271 0.7867
N -3.10898 -2.42893 1.28353 0.0342 0.1913 -0.3782
C -2.84161 -2.88467 2.49122 0.1866 -0.1256 0.2991
C -1.56432 -3.22826 2.90711 -0.0245 0.0181 -0.0841
C -0.52408 -3.10590 2.00138 -0.1711 0.1239 -0.2965
C -0.79087 -2.63093 0.72301 -0.7475 -0.1061 0.6815
N 0.16729 -2.48219 -0.25957 0.0627 0.1052 -0.4370
C 1.48737 -2.78548 -0.25482 0.2980 -0.1529 -0.0438
C 2.02437 -2.43708 -1.47058 -0.0757 -0.0854 0.1025
C 0.99498 -1.89979 -2.25150 -0.4867 0.0465 0.1403
C -0.15673 -1.94038 -1.48660 0.6043 0.0845 -0.4142
C -1.50174 -1.55183 -1.81477 -0.3818 0.0351 0.0256
O -1.82011 -1.05751 -2.88979 0.2287 -0.1658 -0.0655
H 1.05905 -1.53089 -3.25485 -0.0446 0.0837 -0.1925
H 3.04949 -2.55635 -1.75728 0.2347 -0.0183 -0.0040
H 1.96621 -3.22888 0.59349 0.0254 -0.0504 0.1980
H 0.48249 -3.37652 2.28006 0.1053 -0.0129 0.0193
H -1.38548 -3.58809 3.90683 0.0008 -0.0341 0.0985
H -3.69551 -2.97401 3.14715 -0.0174 -0.0425 0.1551
H -4.46138 -2.05303 -0.43768 0.0582 0.1749 -0.2144
H -4.03766 -1.74957 -2.16381 0.0400 -0.0087 0.1366
H -3.02419 0.34135 -2.56835 -0.1553 -0.0525 0.1806
H -4.51289 2.56083 -1.29430 0.0045 0.0246 -0.1229
H -3.71967 2.59112 -2.88815 -0.0750 -0.0040 0.0960
H -2.72303 3.77054 0.68104 -0.1020 -0.0367 -0.0345
H -0.34137 4.23911 0.78162 0.0329 0.0409 -0.0341
H 0.32348 2.96069 -0.26716 -0.0298 0.0495 0.0034
H 1.91357 3.44524 1.59667 -0.0061 0.0056 0.0365
H 0.61012 3.18274 2.77008 0.0180 0.0866 -0.0801
H 2.59425 2.53657 -0.27206 -0.0803 0.0647 -0.0113
H 4.41554 1.53665 -1.47995 0.0619 0.0148 -0.0796
H 6.87230 -1.00649 -2.36078 -0.0371 0.0857 -0.0199
H 6.58213 0.63552 -1.73658 -0.0321 -0.0219 -0.0162